[1]
Density functional theory data (the ωB97M-V functional and the def2-TZVPD basis) for ClH16LiO8 as an isolated structure at a distorted geometry.

As for the relative energy (zero: lowest compared OMol25 entry of this formula, charge and spin): 0.0 kJ/mol.

Structure (ORCA input):
```
! wB97M-V def2-TZVPD RIJCOSX def2/J DEFGRID3
* xyz 0 1
Li 2.20913 -0.80139 2.08202
Cl 0.48222 -0.37595 0.54105
O 2.03249 1.35021 -2.25738
H 1.44691 0.65797 -1.92370
H 1.47804 1.87992 -2.84167
O 1.17800 -3.11018 -1.25529
H 1.28535 -2.97623 -2.20421
H 1.44308 -2.27486 -0.84669
O -1.37313 1.81603 -1.53710
H -1.57278 1.21091 -0.81021
H -1.57746 1.32391 -2.33781
O -2.42804 -0.14305 2.86623
H -2.05832 0.11348 2.01332
H -1.95376 0.40720 3.49829
O -0.77039 2.32773 2.26253
H -0.07726 1.85009 1.78939
H -0.75769 3.21369 1.88407
O -0.81965 -3.36037 1.73169
H -0.29754 -2.83294 1.11113
H -0.39695 -3.23680 2.58623
O -1.41000 -1.74698 -2.26347
H -0.64105 -1.58595 -1.69611
H -1.46247 -0.98794 -2.85189
O 2.27531 2.49957 0.44712
H 1.66638 1.75392 0.35082
H 2.09958 3.02802 -0.33838
*
```

[2]
Density functional theory data (the ωB97M-V functional and the def2-TZVPD basis) for a 2-piece molecular cluster, C3H12N2O overall at a distorted geometry.

As for the structure (SMILES): NCCCN.O. As for the relative energy (zero: lowest compared OMol25 entry of this formula, charge and spin): 171.5 kJ/mol.

Structure (ORCA input):
```
! wB97M-V def2-TZVPD RIJCOSX def2/J DEFGRID3
* xyz 0 1
C 1.31179 1.06392 0.34672
C -0.10238 0.91610 0.69746
C -1.17887 2.04343 0.42964
N -2.58795 1.52408 0.82966
N 2.13380 -0.18099 0.47785
H 1.77786 1.87460 0.98835
H 1.04113 1.26760 -0.75555
H -0.27833 0.37213 1.69481
H -0.37525 0.27543 -0.13317
H -0.96129 2.91497 1.03204
H -1.01276 2.42595 -0.61705
H -2.77715 0.58777 0.49364
H -3.26583 2.13664 0.44368
H 1.86948 -0.95088 1.07720
H 2.44961 -0.71243 -0.34619
H 0.78766 -5.35080 -1.45864
H 0.55019 -4.67487 -2.83512
O 0.61829 -5.53266 -2.36532
*
```

Taking the records one at a time from the top gives HOMO-LUMO gap values of 8.95, 9.74 eV.
Taking the records one at a time from the top gives HOMO level values of -0.3925, -0.3397 Ha.